a.
Here is 2 unconnected molecules or ions with the total composition C3H6N2 from the Open Molecules 2025 dataset. Energies are from ωB97M-V/def2-TZVPD.

```
! wB97M-V def2-TZVPD RIJCOSX def2/J DEFGRID3
* xyz 0 1
N 0.975 -1.437 1.122
N -0.426 -1.147 -2.070
C -0.271 -0.220 -1.393
C -0.058 0.912 -0.529
C -0.987 1.849 -0.350
H 0.890 0.906 0.000
H -0.808 2.681 0.325
H 0.641 -2.045 0.378
H 0.231 -1.399 1.815
H 1.760 -1.911 1.560
H -1.946 1.811 -0.858
*
```

Values from the calculation:
frontier orbital gap = 10.92 eV
structure (SMILES) = C=CC#N.N
highest occupied orbital energy = -10.258 eV
LUMO level = 0.66 eV

---

b.
Here is 2 unconnected molecules or ions with the total composition C3H6N2 from the Open Molecules 2025 dataset. Energies are from ωB97M-V/def2-TZVPD.

```
! wB97M-V def2-TZVPD RIJCOSX def2/J DEFGRID3
* xyz 0 1
N -1.355 1.994 1.754
N -0.634 1.792 0.921
C 0.211 -0.952 -1.173
C -2.221 2.351 2.617
C 0.309 -1.048 -2.603
H -2.529 1.478 3.105
H 1.106 -1.475 -0.690
H -0.031 -0.256 -3.341
H -0.338 -1.938 -2.920
H 1.241 -1.375 -3.065
H -2.177 3.262 3.186
*
```

Values from the calculation:
frontier orbital gap (alpha / beta) = 8.29 / 8.31 eV
highest occupied orbital energy (alpha / beta) = -8.436 / -8.436 eV
LUMO level (alpha / beta) = -0.14 / -0.12 eV

---

c.
Here is a single C3H6N2 molecule from the Open Molecules 2025 dataset. Energies are from ωB97M-V/def2-TZVPD.

```
! wB97M-V def2-TZVPD RIJCOSX def2/J DEFGRID3
* xyz 0 1
N 0.192 0.109 -0.559
N -2.106 0.082 0.066
C 1.238 0.781 0.258
C -0.890 -0.268 0.174
C 1.364 -0.692 -0.016
H 1.887 1.493 -0.336
H 1.125 1.101 1.288
H -0.680 -1.021 0.960
H 1.952 -1.058 -0.853
H -2.260 0.696 -0.740
H 1.106 -1.471 0.631
*
```

Values from the calculation:
frontier orbital gap = 11.07 eV
structure (SMILES) = [H]/N=C\N1CC1
highest occupied orbital energy = -9.950 eV
LUMO level = 1.12 eV

---

d.
Here is a single C3H6N2 molecule from the Open Molecules 2025 dataset. Energies are from ωB97M-V/def2-TZVPD.

```
! wB97M-V def2-TZVPD RIJCOSX def2/J DEFGRID3
* xyz 0 1
N -1.676 -0.711 -1.074
N -0.030 1.331 -0.453
C -0.022 -0.280 0.755
C 1.169 -0.936 0.843
C -0.726 -0.210 -0.500
H 0.188 2.046 0.234
H 0.478 1.553 -1.300
H 1.824 -1.033 -0.018
H 1.553 -1.246 1.803
H -0.685 -0.231 1.612
H -2.075 -0.284 -1.902
*
```

Values from the calculation:
frontier orbital gap = 8.57 eV
structure (SMILES) = [H]/N=C(\N)C=C
highest occupied orbital energy = -7.812 eV
LUMO level = 0.76 eV

---

Stability ranking, top and bottom: a is the most stable and b is the least stable.

---

a.
Here is 3 unconnected molecules or ions with the total composition C3H6N2 from the Open Molecules 2025 dataset. Energies are from ωB97M-V/def2-TZVPD.

```
! wB97M-V def2-TZVPD RIJCOSX def2/J DEFGRID3
* xyz 0 1
N -0.717 1.654 -0.179
N 0.120 -1.442 0.681
C -0.797 -1.185 1.491
C 0.079 0.864 -0.565
C 0.903 -0.165 -0.847
H 1.867 -0.231 -0.369
H -1.366 -0.233 1.552
H 0.612 -0.905 -1.575
H -0.893 2.590 -0.519
H 1.312 0.984 -1.914
H -1.120 -1.930 2.244
*
```

Values from the calculation:
frontier orbital gap (alpha / beta) = 6.31 / 6.26 eV
highest occupied orbital energy (alpha / beta) = -6.359 / -6.308 eV
LUMO level (alpha / beta) = -0.05 / -0.05 eV

---

b.
Here is a molecular structure, C3H6N2 from the Open Molecules 2025 dataset. Energies are from ωB97M-V/def2-TZVPD.

```
! wB97M-V def2-TZVPD RIJCOSX def2/J DEFGRID3
* xyz 0 1
N -0.648 0.758 0.569
N 0.738 -1.048 0.322
C -0.583 0.678 -0.827
C 0.129 -0.233 1.151
C 0.433 -0.499 -0.986
H -0.095 1.634 -1.219
H 0.097 -0.255 2.262
H -1.554 0.532 -1.200
H 1.391 -0.198 -1.599
H -0.439 1.948 1.083
H 0.100 -1.303 -1.591
*
```

Values from the calculation:
frontier orbital gap = 9.17 eV
highest occupied orbital energy = -8.536 eV
LUMO level = 0.63 eV

---

Stability ranking, top and bottom: b is the most stable and a is the least stable.